No. 1
Below is a single C7H13N molecule in a non-equilibrium geometry, with properties calculated with the ωB97M-V functional and the def2-TZVPD basis.

ORCA input file:
```
! wB97M-V def2-TZVPD RIJCOSX def2/J DEFGRID3
* xyz 0 1
C 1.7606 0.0292 -0.5523
C 1.3407 -1.1715 0.2245
C -0.0662 -0.8623 0.7112
C -1.3838 -1.2268 -0.1840
N -2.2010 -0.1615 -0.1303
C -1.5362 1.1439 -0.0348
C -0.1993 0.7733 0.6087
C 1.1836 1.1857 0.0747
H 1.3959 0.0926 -1.5021
H 2.7994 -0.0436 -1.0735
H 1.2170 -1.9219 -0.5898
H 1.8186 -1.5914 1.1949
H -0.1350 -0.8975 1.7257
H -1.8515 -2.2191 -0.1270
H -0.6856 -1.1281 -1.0541
H -2.8887 -0.1932 -0.7871
H -1.4589 1.5882 -1.0724
H -2.0882 1.9667 0.5686
H -0.2207 1.0445 1.7145
H 1.3542 1.9639 -0.7086
H 1.8450 1.6289 0.9932
*
```

Computed properties:
- Electronic energy: -329.1475 hartree
- Highest occupied orbital energy: -8.2 eV
- Frontier orbital gap: 9.25 eV
- LUMO level: 1.08 eV
- SMILES string: C1C[C@@H]2CNC[C@@H]2C1

Atom charges from the Löwdin analysis, given in e for atoms 1 to 2: -0.28 -0.17



No. 2
Below is 18 unconnected molecules or ions with the total composition C48H78Cl24N6 in a non-equilibrium geometry, with properties calculated with the ωB97M-V functional and the def2-TZVPD basis.

ORCA input file:
```
! wB97M-V def2-TZVPD RIJCOSX def2/J DEFGRID3
* xyz 0 1
N -6.6710 -3.9378 2.5036
C -6.1940 -2.9626 1.7061
C -4.9332 -2.6433 2.1623
C -4.6372 -3.4509 3.2972
C -5.7457 -4.2664 3.4963
H -7.4357 -4.5384 2.3203
H -6.7996 -2.5796 0.9218
H -4.3797 -1.8603 1.7312
H -3.7443 -3.5057 3.9716
H -5.9761 -5.0063 4.2819
N 1.7044 2.9382 -2.4471
C 2.1130 3.9633 -3.3151
C 3.0822 3.4320 -4.1027
C 3.1400 2.0091 -3.7841
C 2.2802 1.7535 -2.7573
H 1.0374 3.2224 -1.7471
H 1.8481 4.9974 -3.0431
H 3.6376 3.8463 -4.9074
H 3.6782 1.2839 -4.3844
H 2.0009 0.7739 -2.3029
N 3.8691 4.3588 -0.2325
C 3.3951 3.4086 0.5853
C 3.5442 3.7792 1.9002
C 4.0993 5.0829 1.8563
C 4.3240 5.4621 0.5325
H 3.7880 4.2952 -1.2144
H 2.9693 2.4678 0.1839
H 3.4328 3.1357 2.8116
H 4.3449 5.6973 2.7158
H 4.9439 6.2393 0.1525
N 8.1246 -0.3818 -3.5357
C 8.2817 -1.7025 -3.9947
C 7.0251 -2.1211 -4.3651
C 6.0522 -1.0704 -4.0761
C 6.7856 -0.0260 -3.5772
H 8.8563 0.0900 -3.0316
H 9.2273 -2.1412 -3.7811
H 6.7870 -3.0913 -4.7724
H 4.9603 -1.1375 -4.1639
H 6.5795 0.9376 -3.1774
N -3.1964 -3.1712 -2.6779
C -4.0152 -2.0872 -2.9194
C -3.2085 -1.0165 -3.2162
C -1.8672 -1.4630 -3.0383
C -1.9011 -2.8111 -2.8305
H -3.5724 -4.0936 -2.6119
H -5.0943 -2.2458 -3.0100
H -3.6628 -0.0380 -3.4732
H -0.9368 -0.8500 -3.1750
H -1.1116 -3.4936 -2.6369
N -0.2295 3.9403 0.9004
C 0.5036 4.9410 0.3446
C -0.0414 5.1798 -0.8942
C -1.1175 4.2457 -1.1400
C -1.2049 3.5236 0.0073
H -0.0962 3.5045 1.7947
H 1.3565 5.3154 0.8993
H 0.2895 5.9610 -1.5698
H -1.7585 4.3642 -1.9894
H -1.8182 2.7028 0.3152
Cl -2.5422 7.3324 2.5272
C -3.2950 5.8415 1.7544
C -2.9043 4.6990 2.7097
Cl -3.6944 4.9449 4.2866
H -2.9144 5.7168 0.7374
H -4.3318 6.0813 1.7172
H -1.7442 4.6985 2.8573
H -3.2936 3.7254 2.4754
Cl 1.6179 -1.1073 -4.8871
C 1.5589 -2.6204 -5.7746
C 0.2167 -3.0567 -6.1898
Cl -0.3188 -1.8981 -7.4299
H 1.9926 -3.3514 -5.1232
H 2.2004 -2.4663 -6.6521
H -0.3735 -3.0236 -5.3099
H 0.2718 -4.0055 -6.6881
Cl 2.5391 -4.9112 -2.8050
C 3.3469 -4.8168 -1.2023
C 2.5141 -5.4023 -0.0861
Cl 1.1626 -4.3071 0.3912
H 3.5477 -3.7929 -0.9846
H 4.3258 -5.3276 -1.2451
H 3.1882 -5.5146 0.7522
H 2.0972 -6.3626 -0.3865
Cl -2.8304 -0.9288 7.3582
C -4.4330 -0.5783 6.6262
C -4.2843 -0.2764 5.1764
Cl -3.4404 1.2166 4.8505
H -4.8624 0.3253 6.9981
H -5.0627 -1.4295 6.8640
H -5.2739 -0.1136 4.7399
H -3.7658 -1.0304 4.5619
Cl 1.0552 -0.2638 0.9154
C -0.1584 0.0431 -0.3551
C -1.6064 -0.3280 0.0442
Cl -1.8270 -2.0129 0.4666
H 0.1397 -0.4789 -1.1843
H -0.2104 1.0756 -0.5807
H -2.3015 -0.1666 -0.7915
H -1.9056 0.2966 0.9495
Cl -0.7677 1.8851 -8.7104
C -1.8311 1.9771 -7.3033
C -1.0613 1.6762 -6.0844
Cl -2.1577 1.8562 -4.7083
H -2.6089 1.2505 -7.3230
H -2.3467 2.9309 -7.2903
H -0.3552 2.4267 -5.8874
H -0.6208 0.6598 -6.1250
Cl 1.0837 5.2222 4.3746
C 0.5609 3.9839 5.6366
C -0.4613 2.9746 5.1292
Cl -0.0330 2.0667 3.6024
H 0.1656 4.5765 6.4993
H 1.4997 3.4942 5.9613
H -1.4619 3.3991 4.9186
H -0.5764 2.2545 5.9340
Cl -4.4758 1.3262 1.2038
C -5.2287 1.9956 -0.3985
C -4.2094 2.1895 -1.4960
Cl -4.9752 3.2675 -2.7230
H -5.7080 2.9703 -0.1145
H -6.0372 1.3408 -0.6713
H -3.8304 1.2106 -1.8965
H -3.3897 2.7842 -1.1639
Cl -0.9417 -5.4850 4.2670
C -0.2236 -3.9079 4.6277
C -1.2083 -2.8189 4.3068
Cl -0.4016 -1.2613 4.5983
H 0.6165 -3.7841 3.9648
H -0.0684 -3.8686 5.7143
H -2.1883 -2.9595 4.8995
H -1.4674 -2.8265 3.2691
Cl 3.2235 -1.3963 -2.0067
C 4.1046 -0.4500 -0.6923
C 5.3982 -1.2459 -0.4161
Cl 6.4606 -0.5100 0.9256
H 3.3869 -0.3407 0.1571
H 4.3302 0.5580 -1.0236
H 5.9862 -1.3267 -1.3453
H 5.2166 -2.2045 0.0187
Cl 3.1610 0.8891 5.8459
C 3.1603 0.0568 4.2473
C 3.5198 -1.4050 4.4622
Cl 3.0042 -2.4314 3.0709
H 3.8040 0.5842 3.5150
H 2.1813 0.0887 3.7442
H 2.9859 -1.8047 5.3252
H 4.5827 -1.6465 4.6671
Cl -3.5008 -7.1650 2.1338
C -3.1374 -5.5787 1.3770
C -1.9972 -5.6431 0.3567
Cl -2.5675 -6.4271 -1.1402
H -2.8565 -4.9315 2.2346
H -4.0640 -5.2423 0.9412
H -1.1749 -6.1932 0.7902
H -1.6109 -4.6264 0.2200
*
```

Computed properties:
- Electronic energy: -13248.9012 hartree
- Highest occupied orbital energy: -8.2 eV
- Frontier orbital gap: 8.51 eV
- LUMO level: 0.32 eV

Atom charges from the Löwdin analysis, given in e for atoms 1 to 2: 0.01 -0.13



No. 3
Below is 6 unconnected molecules or ions with the total composition C13H41N5O6 in a non-equilibrium geometry, with properties calculated with the ωB97M-V functional and the def2-TZVPD basis.

ORCA input file:
```
! wB97M-V def2-TZVPD RIJCOSX def2/J DEFGRID3
* xyz 0 1
C 1.1839 5.1739 2.5682
O 0.3184 4.1243 2.1690
C -0.7658 3.9572 3.0407
C -1.7869 3.0669 2.3877
C -3.1290 2.9477 3.0665
N -1.1402 1.7397 2.3053
H 1.5511 5.0046 3.5835
H 0.6853 6.1395 2.4398
H 2.0490 5.1304 1.9061
H -0.4993 3.5176 4.0133
H -1.2031 4.9375 3.3100
H -1.9212 3.4378 1.3555
H -3.1490 2.8061 4.1451
H -3.6777 2.1079 2.6349
H -3.7133 3.8330 2.7852
H -1.6020 1.0935 1.6672
H -0.1968 1.8599 1.9559
C 0.4009 -5.7521 -2.6288
O 0.2280 -4.6386 -3.4504
C 0.1893 -3.4133 -2.7060
C -0.1825 -2.3269 -3.6834
C -0.0748 -0.9269 -3.0875
N -1.5224 -2.6015 -4.2105
H -0.5057 -6.0014 -2.0596
H 1.2757 -5.6549 -1.9750
H 0.5810 -6.6370 -3.2469
H -0.5791 -3.5358 -1.9337
H 1.1885 -3.2448 -2.2907
H 0.5935 -2.3613 -4.4663
H -0.8725 -0.7277 -2.3779
H -0.0270 -0.2103 -3.9125
H 0.9297 -0.8329 -2.6640
H -1.4603 -3.5053 -4.6707
H -1.7410 -1.9282 -4.9375
C 0.7405 -0.5377 0.3918
O 0.8667 -1.5583 1.3598
C 1.1151 -2.8018 0.7714
C 1.3273 -3.8604 1.8238
C 2.4589 -3.5698 2.7999
N 1.5305 -5.1634 1.1741
H 1.6030 -0.4255 -0.2685
H 0.7809 0.3839 0.9856
H -0.2551 -0.4645 -0.0514
H 0.2879 -3.0816 0.1017
H 2.0169 -2.8179 0.1291
H 0.4081 -3.9054 2.4340
H 2.7280 -4.4686 3.3565
H 2.1381 -2.8134 3.5137
H 3.3560 -3.2358 2.2731
H 0.6944 -5.3952 0.6395
H 1.5383 -5.8951 1.8777
N 0.1180 4.9676 -0.6437
C 1.1770 4.2184 -1.0847
N 1.6032 4.4345 -2.3757
O 1.6891 3.3881 -0.3587
H -0.3641 5.6547 -1.1924
H -0.1105 4.8264 0.3318
H 1.1789 5.1186 -2.9742
H 2.1602 3.7175 -2.8018
O -1.2408 1.8844 -1.2865
H -1.0286 2.7540 -0.9276
H -0.3898 1.5221 -1.5512
O -2.9369 0.1895 0.4725
H -3.7800 -0.2695 0.4308
H -2.8360 0.6259 -0.3831
*
```

Computed properties:
- Electronic energy: -1245.1043 hartree
- Highest occupied orbital energy: -8.5 eV
- Frontier orbital gap: 8.97 eV
- LUMO level: 0.47 eV
- SMILES string: COC[C@H](C)N.COC[C@H](C)N.COC[C@H](C)N.NC(N)=O.O.O

Atom charges from the Löwdin analysis, given in e for atoms 1 to 2: -0.09 -0.23